Record 1
Here is 7 unconnected molecules or ions with the total composition C7H28N14O7 in a non-equilibrium geometry from the Open Molecules 2025 dataset. Energies are from the ωB97M-V functional and the def2-TZVPD basis.

XYZ file:
```
56
Properties=species:S:1:pos:R:3:forces:R:3
C -18.71544 -7.06155 1.78199 1.08 -0.89 -0.36
O -18.05726 -6.70442 0.80712 -1.15 0.11 0.94
N -19.57904 -6.34476 2.52222 -0.77 1.96 0.34
N -18.61858 -8.31375 2.34736 0.31 -0.67 -0.44
H -19.58073 -6.53447 3.51549 -0.05 -0.15 -0.10
H -19.60142 -5.36353 2.30358 -0.16 0.15 -0.11
H -19.49593 -8.75899 2.60487 0.48 0.12 -0.07
H -17.97272 -8.86644 1.81495 0.08 -0.58 0.01
C -15.13865 -10.56951 2.61765 0.58 1.03 1.96
O -15.59190 -11.37332 3.37384 -1.09 -2.28 0.84
N -15.65356 -10.17901 1.47702 -1.97 -0.36 -3.09
N -14.10287 -9.76714 3.02138 0.08 0.72 0.02
H -15.02225 -9.83067 0.76761 -0.40 0.20 0.02
H -16.43058 -10.75693 1.15019 0.50 0.36 -0.02
H -14.02964 -8.96806 2.41825 0.99 0.25 -0.09
H -13.30861 -10.33004 3.19715 1.14 0.09 0.40
C -14.20945 -6.76572 -0.09239 -1.22 -0.93 -1.05
O -14.22326 -6.75140 -1.30454 0.74 0.47 -0.86
N -15.34457 -7.08198 0.57519 -0.89 0.13 2.01
N -13.12546 -6.69285 0.69233 0.57 0.01 1.15
H -15.40769 -6.77744 1.54853 0.02 -0.24 -0.42
H -16.22974 -6.91662 0.13353 -0.06 -0.07 -0.47
H -12.35246 -6.24764 0.25362 0.66 0.33 0.09
H -13.31077 -6.53472 1.68287 0.55 0.24 -0.42
C -10.52440 -5.21751 5.14077 0.87 -0.14 0.02
O -10.47915 -4.36156 4.25391 -0.41 -0.58 0.50
N -9.66592 -5.20958 6.22066 -0.14 0.02 -0.38
N -11.35502 -6.30455 5.17078 -1.03 0.38 -0.72
H -9.94895 -5.75791 7.00192 0.25 -0.12 0.43
H -8.82289 -4.65808 6.27195 -0.44 0.05 -0.22
H -11.14743 -7.12871 5.70503 0.13 0.21 0.13
H -12.23048 -6.34127 4.62924 0.74 0.09 0.24
C -18.73563 -7.72708 6.96396 -3.20 0.80 0.52
O -18.56561 -7.15396 5.87072 1.31 -0.94 1.51
N -17.94786 -7.68550 8.11412 0.82 0.43 -2.88
N -20.05350 -8.24150 7.15568 1.43 -0.53 0.91
H -18.19221 -7.93774 9.04701 -0.47 -0.31 0.01
H -16.99195 -7.38367 7.92848 -0.47 -0.07 0.34
H -20.56337 -8.40775 6.30742 0.12 0.19 -0.26
H -20.23248 -8.97131 7.85059 0.37 0.51 -0.32
C -15.18954 -6.83287 4.24759 -1.73 0.90 1.33
O -13.99748 -6.76229 3.97187 -0.33 -0.50 -0.30
N -15.75361 -7.71036 5.19485 0.61 2.31 -1.49
N -16.08432 -5.91571 3.67569 0.68 0.27 0.14
H -16.76712 -7.62583 5.25322 0.16 -0.53 -0.08
H -15.31499 -8.58230 5.06304 0.20 -1.55 0.25
H -15.54195 -5.15754 3.25667 -0.61 -0.21 0.12
H -17.02256 -5.65914 4.03168 1.15 -0.71 -0.12
C -12.08733 -2.94726 1.50400 1.71 -1.32 0.91
O -12.61523 -2.08478 0.91170 -1.93 3.03 -2.42
N -12.76199 -3.67957 2.44483 0.58 -1.14 1.03
N -10.77186 -3.31021 1.28718 -0.06 -0.83 0.71
H -12.17951 -4.06447 3.19648 -0.41 0.13 -0.30
H -13.63333 -3.26679 2.72652 0.07 0.20 -0.02
H -10.15953 -2.75414 0.70309 -0.58 0.06 0.32
H -10.37860 -3.75626 2.10082 0.57 -0.12 -0.15
```
Positions in Å, forces in eV/Å.

Computed properties:
Orbital gap: 0.3340 hartree
SMILES: NC(N)=O.NC(N)=O.NC(N)=O.NC(N)=O.NC(N)=O.NC(N)=O.NC(N)=O

natural (NBO) population analysis, charges in e, atoms 1 to 2:
1. C 0.78
2. O -0.66

Record 2
Here is C4H7NO2 in the gas phase in a non-equilibrium geometry from the Open Molecules 2025 dataset. Energies are from the ωB97M-V functional and the def2-TZVPD basis.

XYZ file:
```
14
Properties=species:S:1:pos:R:3:forces:R:3
O 2.35192 1.39735 -0.23903 0.84 0.46 -1.83
N 1.77767 0.61501 -0.98529 0.23 1.12 0.21
C 0.85752 -0.07717 -0.13403 0.09 0.67 0.90
C 0.05998 -1.35357 -0.53715 0.34 0.01 0.32
C -1.13791 -0.76814 0.24326 -0.19 0.00 0.10
C -0.51946 0.62476 0.11071 -0.24 -0.04 -0.46
O -0.61268 1.42750 1.24814 -0.03 0.26 -0.12
H 1.42873 0.36821 0.77937 -1.42 -2.90 0.38
H 0.43646 -2.32890 -0.22564 0.01 0.16 0.04
H -0.15673 -1.40525 -1.61950 0.37 0.33 0.43
H -1.10898 -1.08973 1.28777 -0.05 0.12 -0.10
H -2.14833 -0.88919 -0.15392 0.17 -0.09 0.04
H -0.85994 1.14849 -0.78613 -0.11 -0.02 -0.03
H -0.36825 2.33064 1.01144 -0.02 -0.09 0.11
```
Positions in Å, forces in eV/Å.

Computed properties:
Orbital gap: 0.3401 hartree
SMILES: O=N[C@@H]1CC[C@H]1O

natural (NBO) population analysis, charges in e, atoms 1 to 2:
1. O -0.32
2. N 0.16

Record 3
Here is C5H8O in the gas phase in a non-equilibrium geometry from the Open Molecules 2025 dataset. Energies are from the ωB97M-V functional and the def2-TZVPD basis.

XYZ file:
```
14
Properties=species:S:1:pos:R:3:forces:R:3
O -1.02115 -1.79983 1.08891 -0.40 -0.96 -0.25
C -0.66370 0.49238 0.33973 0.27 0.69 0.07
C -0.27923 -1.74117 -0.13187 0.03 -0.26 0.07
C 0.42452 -0.39151 -0.01858 -0.40 -0.22 0.53
C 0.56474 0.96893 -0.86672 0.06 0.04 -0.42
C 0.01962 1.74339 0.43494 -0.02 0.55 0.13
H -1.78206 -1.20124 1.01060 0.37 0.01 -0.16
H 0.37135 -2.61131 -0.06285 0.18 0.10 -0.32
H -0.90906 -1.80256 -1.03107 0.10 -0.02 0.29
H 1.36513 -0.45042 0.54496 -0.24 0.11 0.07
H 1.61746 1.23487 -0.97327 -0.24 -0.23 0.07
H 0.03092 1.11395 -1.79965 -0.02 -0.13 0.16
H 0.85549 1.82590 1.13230 0.11 0.16 -0.19
H -0.58884 2.63714 0.34713 0.20 0.16 -0.05
```
Positions in Å, forces in eV/Å.

Computed properties:
Orbital gap: 0.3352 hartree

natural (NBO) population analysis, charges in e, atoms 1 to 2:
1. O -0.72
2. C -0.02

Record 4
Here is a gas-phase ion, C2H7N2S (charge +1) in a non-equilibrium geometry from the Open Molecules 2025 dataset. Energies are from the ωB97M-V functional and the def2-TZVPD basis.

XYZ file:
```
12
Properties=species:S:1:pos:R:3:forces:R:3
C -0.07547 -0.74713 1.38845 -0.64 1.82 -0.17
C -0.51454 -0.34479 -1.55751 -3.93 -1.34 -1.05
N 0.60842 0.36141 1.69487 -0.80 2.48 -3.49
N 0.24790 0.71810 -1.35526 4.51 -0.01 0.97
S -1.12911 -1.29203 0.14562 1.57 0.33 0.38
H -0.13991 -1.32816 2.26590 -0.15 -1.23 0.75
H -0.17286 -1.24242 -2.21004 -0.17 1.75 1.37
H -1.50121 0.03525 -1.88045 0.25 -0.87 -0.16
H 0.85308 0.51240 2.67828 0.13 -0.04 -0.70
H 1.15220 0.35715 -1.01247 -0.14 1.39 -0.55
H 0.63237 1.28642 0.96801 0.02 -3.68 3.03
H 0.03913 1.68380 -1.12540 -0.66 -0.61 -0.36
```
Positions in Å, forces in eV/Å.

Computed properties:
Charge: +1
Orbital gap: 0.3347 hartree

natural (NBO) population analysis, charges in e, atoms 1 to 2:
1. C 0.01
2. C -0.19

| no. | E (hartree) |
| --- | --- |
| 1 | -1577.06069 |
| 2 | -361.69530 |
| 3 | -270.37277 |
| 4 | -587.78559 |